[1]
55
Properties=species:S:1:pos:R:3:mulliken_charge:R:1 method="wB97M-V/def2-TZVPD" homo_ev=-11.257 multiplicity=1 largest_force_ha_per_bohr=0.0523 de_lowest_kj_mol=158.6 total_charge=+1 energy_ev=-32757.471 orbital_gap_ev=9.09 lumo_ev=-2.168
C -3.25380 -1.37851 -0.05391 -1.57
C -2.02015 -0.69504 -0.74940 0.71
C -1.40389 -1.88260 -1.52261 -1.80
C -0.08994 -1.57931 -2.11741 0.55
C 1.08145 -1.98027 -1.60386 -1.08
N 2.38726 -1.72217 -2.19945 0.07
N -0.15427 -0.84153 -3.26339 -0.40
N -1.20177 -0.14858 0.38276 0.21
H -4.20651 -1.03721 -0.51379 0.33
H -3.34156 -1.11262 0.99871 0.42
H -3.19100 -2.46083 -0.05730 0.46
H -2.34048 0.20402 -1.29564 0.48
H -1.21968 -2.59498 -0.70422 0.54
H -2.10849 -2.39304 -2.17870 0.41
H 1.17666 -2.57620 -0.71065 0.34
H 2.54448 -0.70239 -2.33420 0.31
H 3.11407 -2.14489 -1.59274 0.41
H 0.66302 -0.26363 -3.44872 0.26
H -1.00185 -0.48117 -3.66819 0.32
H -0.41867 0.65315 -0.06144 0.22
H -1.91696 0.41677 0.85987 0.17
H -0.74340 -0.71118 1.10206 0.28
H 0.05921 2.51267 1.30645 0.08
H 0.20442 2.69830 2.83262 0.35
O -0.20847 3.09310 2.03893 -0.72
H 1.95583 1.29613 4.25931 0.29
H 1.43023 2.69370 4.63570 0.29
O 1.58515 2.09853 3.88602 -0.61
H 2.29280 1.80566 -3.22077 0.25
H 1.33116 1.28763 -1.96130 0.43
O 1.99484 1.05699 -2.69600 -0.74
H 2.23930 -3.45198 1.82458 0.30
H 1.79867 -2.01767 2.24354 0.31
O 2.10321 -2.56425 1.49862 -0.56
H 0.19735 2.43477 -0.36825 0.24
H 2.49939 -2.17546 -3.11485 0.41
O 0.31814 1.58569 -0.81326 -0.83
H 3.73669 -2.45117 0.56815 0.35
H 5.13414 -2.40896 -0.00438 0.34
O 4.22402 -2.56348 -0.27645 -0.69
H -3.25945 1.46497 2.78825 0.26
H -1.93592 2.18748 2.48051 0.38
O -2.31347 1.33376 2.68421 -0.60
H -1.13798 1.52364 -2.20676 0.43
H -2.50624 2.17431 -2.77216 0.26
O -1.87098 1.44772 -2.85489 -0.67
H -4.41048 1.05030 0.47074 0.29
H -4.11841 2.62985 0.12022 0.25
O -3.80849 1.80544 0.49023 -0.53
H 2.02742 1.48053 0.35503 0.28
H 2.55352 2.23709 1.40964 0.32
O 2.52528 1.29748 1.17685 -0.66
H 0.39530 0.25489 2.98226 0.29
H 1.68769 0.08225 2.35304 0.38
O 0.92161 -0.46770 2.61638 -0.81



[2]
13
Properties=species:S:1:pos:R:3:mulliken_charge:R:1 method="wB97M-V/def2-TZVPD" homo_ev=-8.980 multiplicity=1 largest_force_ha_per_bohr=0.0794 de_lowest_kj_mol=241.3 energy_ev=-17616.968 orbital_gap_ev=9.57 lumo_ev=0.587
O -1.26519 1.64571 -0.02930 -0.50
C -1.28126 0.32106 0.36128 -0.08
O -2.38853 -0.40208 0.01192 -0.48
C 0.23482 -0.41431 -0.35252 -0.31
O 0.42257 -1.70643 0.11159 -0.50
P 1.63682 0.76607 -0.06834 -0.05
H -1.24952 1.71379 -0.99248 0.33
H -1.17730 0.28922 1.44403 0.40
H -2.55082 -0.34880 -0.93756 0.33
H 0.02744 -0.49539 -1.42410 0.43
H 0.50775 -1.70414 1.07109 0.37
H 1.81017 0.41114 1.27162 0.01
H 2.59103 -0.17281 -0.47598 0.05



[3]
100
Properties=species:S:1:pos:R:3:mulliken_charge:R:1 method="wB97M-V/def2-TZVPD" homo_ev="-5.603 / -5.074" multiplicity=1 largest_force_ha_per_bohr=0.0123 de_lowest_kj_mol=9.4 total_charge=-1 energy_ev=-131287.193 orbital_gap_ev="5.61 / 4.67" lumo_ev="0.007 / -0.402"
Ca 0.18046 -0.78406 0.00600 2.22
C 6.66398 3.55956 3.81406 -1.57
C 5.62160 2.54371 3.43468 1.04
C 4.99644 2.59457 2.19195 -0.95
C 3.97969 1.71426 1.86829 -0.36
C 3.58572 0.75893 2.79256 -0.26
C 4.21073 0.67245 4.02681 -0.41
C 5.22578 1.56441 4.34084 -0.77
S 2.22312 -0.31164 2.41859 1.70
O 1.93179 -1.02697 3.63644 -0.83
O 2.59202 -1.08967 1.24104 -0.57
N 1.04507 0.60582 1.88665 0.24
C 0.23110 1.38361 2.67612 -0.18
C 0.53213 1.83639 3.97479 -0.60
C -0.31566 2.72749 4.59254 -0.54
C -1.47368 3.14586 3.94245 -0.68
C -1.71871 2.61222 2.68997 -0.95
N -0.90715 1.76169 2.06716 0.22
H 7.11617 4.01268 2.93197 0.37
H 7.45568 3.10815 4.41328 0.40
H 6.21329 4.35904 4.40655 0.29
H 5.29012 3.35918 1.48176 0.29
H 3.46504 1.77987 0.91906 0.38
H 3.87760 -0.07430 4.73472 0.51
H 5.70101 1.51277 5.31365 0.36
H 1.44214 1.51489 4.46193 0.41
H -0.06698 3.11177 5.57486 0.46
H -2.15928 3.85217 4.39006 0.45
H -2.61495 2.89093 2.14137 0.47
N -3.10051 -7.32073 -3.04572 -0.63
C -2.15475 -6.51253 -2.40327 1.22
C -0.88341 -6.34000 -2.95478 -0.72
C 0.02960 -5.49197 -2.35806 -0.74
C -0.31616 -4.80351 -1.20311 -0.67
C -1.57179 -4.97174 -0.64327 -0.02
C -2.48963 -5.82047 -1.24243 -0.90
S 0.88157 -3.75442 -0.43088 1.37
O 2.03511 -4.55238 -0.13588 -0.71
O 0.17703 -3.15560 0.71171 -0.65
N 1.06608 -2.58724 -1.47913 0.07
C 2.25054 -1.97245 -1.77668 -0.06
N 2.16436 -0.62461 -1.72917 0.10
C 3.26610 0.06899 -1.97628 -0.26
C 4.46223 -0.54414 -2.29102 -0.81
C 4.43341 -1.93007 -2.35635 -0.35
N 3.35011 -2.65579 -2.12449 -0.65
H -2.70140 -8.04044 -3.62733 0.23
H -3.80822 -7.69359 -2.43276 0.22
H -0.61877 -6.87213 -3.86152 0.30
H 1.01838 -5.35670 -2.78007 0.46
H -1.82055 -4.43871 0.26482 0.61
H -3.47613 -5.94311 -0.80869 0.28
H 3.17924 1.14925 -1.91206 0.50
H 5.36428 0.01923 -2.47677 0.40
H 5.32751 -2.48833 -2.61872 0.40
C -3.73067 -0.04634 -3.06344 -1.09
Si -2.31844 -1.24108 -2.79233 0.22
C -0.80733 -0.53477 -3.60249 -0.81
C -2.61151 -2.91070 -3.58089 -1.00
N -2.09994 -1.39005 -1.02052 0.08
C -3.06280 -1.80878 -0.21179 0.19
C -4.33510 -2.33773 -0.60384 -0.13
C -5.24847 -2.78428 0.31646 -1.17
C -4.97315 -2.72206 1.68738 -0.40
C -3.76697 -2.18973 2.13286 -0.79
C -2.86187 -1.75001 1.20542 0.36
F -1.72998 -1.20516 1.65271 0.15
H -3.74507 0.26851 -4.10969 0.39
H -3.56486 0.84787 -2.45746 0.29
H -4.71593 -0.44695 -2.81982 0.33
H -0.94011 -0.64447 -4.68336 0.50
H 0.09418 -1.07462 -3.31861 0.09
H -0.66922 0.52252 -3.37778 0.18
H -2.80539 -2.76144 -4.64700 0.49
H -3.43430 -3.49271 -3.16809 0.32
H -1.70406 -3.51132 -3.49335 0.09
H -4.56977 -2.39181 -1.65602 0.33
H -6.19466 -3.18551 -0.02251 0.43
H -5.70102 -3.07496 2.40501 0.41
H -3.52612 -2.10723 3.18371 0.51
F 1.46290 3.47436 0.29762 -0.46
C 0.62871 4.34221 0.88661 0.87
C 1.03513 4.94909 2.03295 0.37
F 2.24528 4.64980 2.50902 -0.33
C 0.25499 5.92884 2.70182 0.27
C -0.94788 6.26543 2.02660 0.13
C -1.33850 5.67260 0.86297 0.01
F -2.51537 6.02840 0.33875 -0.37
C -0.59969 4.63750 0.24739 0.57
C -1.03633 3.91750 -0.89537 -0.21
C -0.67406 2.55755 -1.02106 -0.09
N -0.54861 1.41351 -1.09222 -0.35
C -2.00767 4.39119 -1.81549 -0.11
N -2.76639 4.78324 -2.59137 -0.63
F -1.76343 7.17572 2.56706 -0.38
C 0.64542 6.50983 3.92287 0.90
C 1.79007 6.08417 4.65912 0.02
N 2.68808 5.78216 5.31617 -0.66
C -0.07638 7.56015 4.56115 -0.05
N -0.59915 8.41918 5.12477 -0.65



[4]
37
Properties=species:S:1:pos:R:3:mulliken_spin:R:1 method="wB97M-V/def2-TZVPD" homo_ev="-8.183 / -8.180" multiplicity=5 largest_force_ha_per_bohr=0.0984 de_lowest_kj_mol=81.1 energy_ev=-93978.719 orbital_gap_ev="8.13 / 8.12" lumo_ev="-0.056 / -0.055" s_squared=6.004
Ho 0.70418 0.32664 -0.84170 4.04
O -0.52149 2.05254 -0.49916 0.00
C -1.77000 2.10380 0.03543 0.00
C -1.98138 3.23361 0.83304 0.00
C -3.25135 3.43757 1.45084 0.00
C -4.27377 2.51359 1.29598 0.00
C -3.98842 1.34403 0.58953 0.00
C -2.75665 1.05461 -0.05598 0.00
C -2.63281 -0.11619 -0.84379 -0.01
N -1.48764 -0.67781 -1.43649 -0.01
C -1.84983 -1.87434 -1.99902 0.00
C -3.20483 -2.06525 -1.89936 0.00
N -3.66230 -1.02849 -1.10620 0.00
H -1.16915 3.96402 0.93018 0.00
H -3.41527 4.30396 2.12037 0.00
H -5.27228 2.68350 1.73829 0.00
H -4.84900 0.68600 0.45395 0.00
H -1.08865 -2.51139 -2.45743 0.00
H -3.83053 -2.91891 -2.07181 0.00
H -4.58995 -0.77361 -0.83244 0.00
Cl 2.21576 -1.64679 -2.52634 0.00
C 3.42331 -1.23920 -1.21918 0.00
C 3.86282 -2.35363 -0.54725 0.00
C 4.74378 -2.17196 0.51546 0.00
C 5.17517 -0.93262 0.86084 0.00
C 4.71701 0.18730 0.20281 0.00
Cl 5.49664 1.63003 0.66642 0.00
C 3.65748 0.06734 -0.81034 0.00
S 2.94444 1.50171 -1.53254 -0.01
H 3.58712 -3.34675 -0.91071 0.00
H 5.20186 -3.05001 0.94993 0.00
H 5.87065 -0.76283 1.67072 0.00
F 0.81080 -1.49913 0.29777 0.00
B 0.76119 -0.76477 1.51151 0.00
F 1.32275 0.54637 1.23732 0.00
F -0.51542 -0.50448 1.85477 0.00
F 1.61578 -1.39846 2.37458 0.00